1.
24
Properties=species:S:1:pos:R:3:forces:R:3:mulliken_charge:R:1 method="wB97M-V/def2-TZVPD" orbital_gap_ev=4.07 e_lumo_ev=-6.31 largest_force_ev_per_a=10.091 e_homo_ev=-10.382 e_tot_ev=-72012.6876
C -2.375 1.902 0.478 4.5 -3.9 1.4 -0.63
C -1.376 1.049 1.038 -2.8 2.3 -1.5 0.22
C -0.124 0.123 1.646 -3.7 1.4 0.1 -0.20
Al 1.397 0.318 0.222 2.7 2.1 1.0 0.28
F 2.410 1.865 0.705 -2.1 -2.7 -1.0 -0.56
C 2.679 -1.284 0.183 0.6 -1.8 1.0 -0.50
C 2.435 -2.190 1.567 1.2 4.3 4.1 0.36
O 2.521 -1.599 2.762 -0.9 -4.4 -7.6 -0.49
Cl 2.099 -4.026 1.345 0.3 2.3 0.4 -0.19
N 0.508 0.695 -1.442 1.9 -3.2 -2.0 0.26
C -0.171 -0.517 -2.040 -3.1 1.4 -6.7 0.47
O -0.842 -0.449 -3.223 4.8 -1.1 8.8 -0.49
F -0.142 -1.801 -1.283 0.0 4.1 -1.6 -0.19
C 1.386 1.429 -2.431 -3.7 6.4 -4.9 0.41
O 0.849 2.506 -3.066 4.4 -7.8 4.6 -0.45
F 2.768 1.068 -2.826 -4.3 0.3 2.0 -0.21
H -2.868 2.630 -0.329 1.4 -2.0 2.1 0.36
H -0.405 -1.026 1.626 0.3 2.4 -0.1 0.33
H 0.239 0.501 2.697 -0.9 -0.6 -2.2 0.41
H 2.511 -1.919 -0.789 0.5 1.0 2.0 0.34
H 3.815 -0.925 0.251 -2.5 -0.7 -0.1 0.34
O -4.993 1.627 -0.179 -1.1 -1.2 1.4 -0.73
V -5.772 0.550 0.970 0.6 -1.8 2.5 1.57
O -6.551 -0.527 2.119 1.7 3.3 -3.7 -0.70



2.
30
Properties=species:S:1:pos:R:3:forces:R:3:mulliken_charge:R:1 method="wB97M-V/def2-TZVPD" orbital_gap_ev=3.34 charge=+3 relative_energy_kcal_mol=31.2 e_lumo_ev=-17.55 largest_force_ev_per_a=1.776 e_homo_ev=-20.889 e_tot_ev=-19298.7263
In -0.767 1.231 0.543 0.3 -0.3 -0.5 1.29
C 1.600 -2.444 3.125 -0.1 0.5 0.3 -1.27
C 0.993 -1.528 2.004 0.4 0.1 -1.4 -0.14
C 0.306 -2.366 0.953 -0.6 -0.6 0.0 -0.68
O -0.666 -1.640 0.174 0.6 0.4 1.4 -0.18
C -1.445 -2.460 -0.706 0.9 -0.1 -1.4 -0.73
N 0.027 -0.744 2.722 0.8 -1.0 -0.8 -0.20
H 2.419 -2.964 2.628 0.3 -0.1 0.1 0.41
H 0.900 -3.145 3.579 -0.2 0.0 -0.3 0.42
H 1.937 -1.759 3.903 0.6 -0.4 0.1 0.52
H 1.802 -0.965 1.538 0.0 0.5 0.4 0.31
H -0.234 -3.125 1.520 -0.5 -0.4 -0.2 0.49
H 1.055 -2.887 0.356 -0.1 0.0 -0.4 0.48
H -2.180 -3.046 -0.154 -0.4 0.3 0.3 0.35
H -0.806 -3.178 -1.218 0.2 -0.2 0.1 0.39
H -1.831 -1.811 -1.493 -0.5 0.0 0.4 0.26
H 0.469 -0.489 3.594 -0.1 1.7 0.6 0.33
H -0.649 -1.451 2.974 -1.6 0.3 0.2 0.36
C -1.399 1.901 -3.125 -0.3 0.5 -1.1 -0.58
O -0.728 0.848 -2.420 -0.3 1.0 1.4 -0.37
H -2.157 1.576 -3.836 -0.1 -0.5 0.2 0.36
H -1.875 2.668 -2.514 0.3 -0.5 0.6 0.25
H -0.660 2.402 -3.751 0.3 0.1 -0.1 0.31
H -0.428 0.182 -3.044 0.0 -0.4 -0.2 0.29
C 1.054 4.120 -1.337 0.6 -0.7 -0.4 -0.56
O -0.223 3.850 -0.743 0.2 -0.8 -0.4 -0.33
H 1.438 3.156 -1.673 0.2 0.1 0.2 0.26
H 0.953 4.715 -2.244 -0.5 0.3 -0.1 0.32
H 1.768 4.663 -0.718 -0.2 -0.1 0.4 0.33
H -0.674 4.691 -0.638 -0.4 0.4 0.6 0.31



3.
48
Properties=species:S:1:pos:R:3:forces:R:3:mulliken_charge:R:1 method="wB97M-V/def2-TZVPD" orbital_gap_ev=10.98 charge=+1 relative_energy_kcal_mol=88.4 e_lumo_ev=-2.44 largest_force_ev_per_a=7.675 e_homo_ev=-13.425 e_tot_ev=-26649.7210
C 1.957 0.248 0.864 -0.8 0.7 0.7 -0.60
O 1.641 -0.185 2.201 -0.5 -2.6 -0.7 -0.49
C 0.598 0.707 0.150 -1.2 -0.9 2.2 0.85
C 0.864 1.165 -1.229 1.2 -2.1 -1.1 -1.76
C 0.315 0.326 -2.491 1.0 0.0 0.3 0.67
C 1.052 -1.111 -2.824 1.0 4.1 -0.4 -1.17
C 0.682 1.325 -3.652 4.6 -0.8 5.4 -1.65
N 0.007 1.802 1.081 4.3 0.0 0.8 -0.27
H 2.473 1.278 1.124 -0.3 -2.2 -1.3 0.22
H 2.600 -0.545 0.282 -1.2 1.8 0.9 0.29
H 1.231 -1.118 2.189 0.8 2.2 0.0 0.30
H -0.306 -0.016 0.144 2.0 0.3 0.1 -0.06
H 1.951 1.222 -1.275 0.6 -0.7 -0.6 0.55
H 0.774 2.196 -1.381 -1.5 1.6 0.0 0.62
H -0.793 0.203 -2.383 1.0 0.1 -0.2 0.28
H 2.087 -0.688 -2.975 -0.5 -0.8 0.3 0.38
H 1.163 -1.823 -1.973 -0.8 0.1 -1.2 0.06
H 0.777 -1.229 -3.927 -0.1 -1.3 1.8 0.39
H 1.669 1.180 -4.164 -0.7 0.1 0.9 0.30
H 0.010 1.397 -4.310 -5.4 0.2 -5.5 0.59
H 0.620 2.245 -3.078 0.6 0.6 -1.0 0.48
H 0.403 1.716 2.136 -0.8 0.2 -2.7 0.42
H 0.198 2.819 0.755 -0.5 -1.7 0.6 0.40
H -0.972 1.645 1.111 -1.6 0.2 0.3 0.30
H 0.742 4.865 0.503 0.2 1.3 -0.4 0.28
H -0.810 4.667 0.290 -5.1 3.0 -2.3 0.24
O -0.047 4.360 0.578 5.0 -3.4 2.5 -0.55
H 2.060 1.315 3.498 0.3 -0.4 -0.1 0.34
H 2.325 2.672 2.855 2.5 1.7 -1.6 0.30
O 1.738 2.204 3.363 -2.8 -1.0 2.0 -0.66
H 0.274 -3.845 -0.202 -3.4 0.7 1.7 0.38
H -1.277 -4.095 0.373 0.8 -0.1 -0.1 0.30
O -0.526 -3.477 0.431 2.1 -0.8 -1.0 -0.72
H -1.489 -2.243 -0.472 1.1 -1.3 1.2 0.31
H -2.726 -1.907 -1.270 0.3 0.2 -0.1 0.28
O -1.870 -1.556 -0.982 -1.4 1.3 -1.2 -0.54
H -0.027 -3.583 -2.301 -0.3 0.0 -0.1 0.37
H 1.309 -4.210 -2.073 0.8 -0.2 -0.3 0.36
O 0.384 -4.356 -1.898 -0.1 0.1 0.2 -0.70
H -0.541 -2.685 2.898 0.0 -0.2 0.1 0.29
H -0.421 -2.268 4.480 -1.5 1.1 -4.1 0.34
O -0.787 -1.963 3.493 1.5 -1.0 3.7 -0.65
H -3.974 -1.044 1.049 -0.6 -1.4 -1.9 0.28
H -3.307 -1.383 2.464 -0.9 1.4 -1.7 0.32
O -3.695 -0.675 1.845 1.5 -0.1 3.8 -0.61
H -2.783 1.203 2.270 0.7 0.7 -0.4 0.34
H -3.104 1.446 0.885 1.0 0.8 0.4 0.31
O -2.449 1.798 1.546 -2.9 -1.5 0.1 -0.69